1.
Here is a structure of composition C20H13Br2N3O3Re from OMol25. Energies are from ωB97M-V/def2-TZVPD.

Each line ends with the Löwdin spin population.
Cartesian coordinates (Å):
Re -0.013 -0.056 0.004  0.76
Br -6.920 1.315 -0.118  0.00
Br -3.756 -3.330 -0.657  0.00
O 0.195 0.635 -3.081  0.01
O -1.453 -1.186 -0.203  0.09
O 0.206 0.467 1.801  0.03
N -1.627 1.287 0.109  0.00
N 2.076 -0.142 -0.036  0.01
N 4.122 -0.452 0.654  0.00
C 0.790 0.636 4.059  0.00
C -2.795 3.331 0.343  0.00
C -2.836 0.657 -0.036  0.00
C 0.170 0.385 -1.987  0.01
C 2.891 -0.425 -1.139  0.01
C -2.748 -0.724 -0.234  0.01
C 1.729 0.558 5.069  0.00
C 3.430 -0.013 3.477  0.00
C 2.494 0.049 2.437  0.01
C 4.153 -0.608 -0.716  0.00
C -1.591 2.608 0.282  0.00
C -4.011 2.712 0.206  0.00
C -5.124 -0.839 -0.361  0.00
C -0.268 3.295 0.395  0.01
C -4.062 1.320 0.001  0.00
C -3.866 -1.491 -0.394  0.01
C 3.053 0.232 4.780  0.00
C 1.170 0.368 2.750  0.00
C -5.227 0.511 -0.169  0.01
C 2.880 -0.179 1.058  0.00
H 3.784 0.178 5.574  0.00
H 0.261 2.974 1.292  0.00
H -4.927 3.287 0.250  0.00
H -0.402 4.372 0.442  0.00
H 2.518 -0.491 -2.145  0.00
H 1.434 0.754 6.091  0.00
H -0.241 0.888 4.265  0.00
H 0.362 3.076 -0.472  0.00
H -6.016 -1.437 -0.486  0.00
H 5.058 -0.839 -1.249  0.00
H 4.917 -0.548 1.266  0.00
H -2.739 4.399 0.493  0.00
H 4.466 -0.253 3.278  0.00

Total charge: +2
⟨S²⟩: 0.7556
Orbital gap (spin up / spin down), eV: 5.76 / 5.85
Spin multiplicity: 2
DFT total energy, eV: -173764.8024

2.
Here is an isolated molecule of C20H13F3N6O in a non-equilibrium geometry from OMol25. Energies are from ωB97M-V/def2-TZVPD.

Each line ends with the Mulliken charge.
Cartesian coordinates (Å):
F 0.678 4.323 -0.628  -0.22
F 1.923 3.413 0.864  -0.22
F 2.873 4.551 -0.816  -0.26
O -1.562 -3.242 2.537  -0.59
N 2.734 -0.632 -6.416  -0.62
N 0.090 -1.286 1.110  -0.48
N 1.686 0.433 -2.400  -0.95
N 1.422 1.165 -1.272  0.75
N -1.699 -0.978 2.708  -0.11
N -1.038 0.748 1.427  -0.61
C 1.853 3.688 -0.456  0.64
C 3.592 0.143 -7.087  -0.27
C 4.126 1.295 -6.472  -0.46
C 2.413 2.534 -2.600  -0.41
C 1.843 2.485 -1.387  -0.29
C 0.702 0.591 -0.217  0.47
C 3.692 1.699 -5.191  -0.37
C 2.290 1.242 -3.207  0.42
C -4.880 -3.661 5.143  -0.43
C -4.238 -1.551 6.101  -0.59
C -0.844 -0.522 1.738  0.31
C -3.205 -1.453 5.177  -0.39
C 2.760 0.884 -4.542  0.54
C -2.035 -2.242 3.074  0.32
C 0.844 -0.752 0.148  -0.36
C -0.294 1.314 0.476  -0.34
C -3.889 -3.575 4.159  -0.47
C -5.088 -2.645 6.057  -0.34
C 2.355 -0.271 -5.187  -0.22
C -3.016 -2.441 4.156  0.50
H 3.841 -0.105 -8.108  0.37
H -3.853 -4.353 3.403  0.39
H -2.526 -0.616 5.217  0.42
H -4.337 -0.791 6.888  0.35
H -5.902 -2.712 6.779  0.35
H -2.245 -0.216 3.084  0.32
H 4.814 1.923 -7.034  0.35
H -0.484 2.357 0.323  0.60
H 4.083 2.619 -4.737  0.28
H 1.630 -0.897 -4.645  0.41
H 1.545 -1.375 -0.382  0.49
H 2.853 3.447 -3.031  0.33
H -5.504 -4.537 5.248  0.38

Total charge: 0
Orbital gap, eV: 8.74
Energy relative to the best compared isomer or geometry (same formula, charge and spin), kJ/mol: 0.0
Spin multiplicity: 1
SMILES string: O=C(Nc1ncc(-n2nc(-c3cccnc3)cc2C(F)(F)F)cn1)c1ccccc1
DFT total energy, eV: -40091.3944

3.
Here is a structure of composition C20H14BClF4N6O4Rh from OMol25. Energies are from ωB97M-V/def2-TZVPD.

Each line ends with the Mulliken charge.
Cartesian coordinates (Å):
Rh 0.093 -0.184 -0.002  0.83
Cl 2.250 0.981 1.031  1.86
F -1.406 3.166 -2.094  -0.20
F -2.629 1.365 -1.366  -0.31
F -1.453 2.608 0.141  -0.25
F -0.202 1.132 -1.380  -0.69
O 0.821 1.297 1.283  -0.46
O 2.968 2.047 0.500  -0.50
O 2.850 0.347 2.133  -0.53
O 2.049 -0.101 -0.096  -0.55
N 1.069 -2.966 2.952  0.21
N 0.263 -1.552 1.500  0.56
N 0.557 -9.652 -4.848  -0.43
N 5.424 -7.123 6.041  -0.43
N -0.533 -3.367 -2.578  0.21
N -0.376 -1.558 -1.371  0.19
C 1.511 -4.994 4.214  -0.64
C -0.301 -4.688 -3.055  1.21
C 1.987 -3.842 3.609  0.70
C 3.760 -5.531 4.868  0.46
C -1.297 -1.315 -2.371  -1.08
C 0.149 -7.254 -3.987  0.43
C -1.398 -2.436 -3.122  -0.13
C 1.312 -2.289 1.820  -0.62
C -0.509 -4.978 -4.396  -0.51
C 0.357 -6.953 -2.642  -0.91
C 4.225 -4.369 4.256  -0.84
C -0.693 -1.758 2.471  -1.07
C 0.063 -2.796 -1.522  -0.46
C -0.202 -2.643 3.374  -0.26
C 2.402 -5.839 4.852  -0.84
C -0.290 -6.261 -4.859  -0.93
C 4.687 -6.415 5.520  -0.03
C 0.128 -5.674 -2.176  -0.40
C 0.381 -8.583 -4.467  -0.01
C 3.334 -3.515 3.632  -0.17
B -1.686 2.301 -1.138  0.64
H 3.687 -2.586 3.201  0.49
H -0.620 -3.030 4.286  0.50
H 2.049 -6.743 5.328  0.46
H -2.025 -2.654 -3.967  0.42
H -0.445 -6.492 -5.904  0.46
H 2.235 -2.345 1.270  0.73
H 0.460 -5.247 4.173  0.49
H -0.816 -4.209 -5.091  0.39
H 0.688 -7.728 -1.965  0.45
H 0.818 -3.269 -0.922  0.54
H 0.252 -5.467 -1.122  0.48
H 5.279 -4.129 4.288  0.46
H -1.645 -1.256 2.461  0.53
H -1.791 -0.366 -2.472  0.56

Total charge: +1
Orbital gap, eV: 6.83
Energy relative to the best compared isomer or geometry (same formula, charge and spin), kJ/mol: 34.7
Spin multiplicity: 1
DFT total energy, eV: -65165.3741

4.
Here is a structure of composition C20H14BeN3STe4 from OMol25. Energies are from ωB97M-V/def2-TZVPD.

Each line ends with the Mulliken charge.
Cartesian coordinates (Å):
Te 0.245 0.196 5.139  -0.65
Te -2.862 -2.391 3.662  -0.18
Te -1.834 -2.805 1.188  -0.33
Te -0.712 -2.328 5.323  -0.20
S -2.076 0.622 -3.022  -0.41
N 0.763 -0.552 1.262  0.52
N 2.610 -0.965 2.397  0.08
N -0.961 -0.471 -0.988  0.23
C 2.965 -0.045 1.430  0.46
C 1.770 1.182 -0.282  -0.44
C 4.141 1.526 0.116  -0.41
C -3.936 2.808 0.699  -0.64
C 1.786 0.228 0.733  0.59
C -0.410 -1.099 -2.084  -0.53
C -2.557 1.412 2.130  0.11
C -1.836 0.445 -1.312  0.77
C -0.895 -0.629 -3.310  0.72
C 2.961 1.813 -0.585  -0.81
C -0.439 -1.154 -4.512  -0.62
C -2.006 0.750 1.029  -0.16
C 1.292 -1.221 2.267  -0.99
C -3.498 2.419 1.967  -0.65
C 4.162 0.605 1.145  -0.98
C 0.540 -2.117 -2.045  -0.37
C -3.420 2.184 -0.419  -0.80
C -2.469 1.178 -0.232  0.41
C 0.993 -2.636 -3.242  -0.70
C 0.510 -2.159 -4.465  -0.45
Be -0.894 -0.602 0.788  0.09
H -0.816 -0.789 -5.459  0.39
H 0.782 -1.995 2.822  0.55
H 2.984 2.558 -1.369  0.39
H -2.241 1.134 3.130  0.26
H 0.853 1.427 -0.799  0.38
H -3.750 2.470 -1.413  0.36
H 1.729 -3.429 -3.235  0.39
H -4.675 3.593 0.596  0.37
H 0.894 -2.481 -1.089  0.47
H -3.905 2.914 2.842  0.40
H 5.050 2.052 -0.144  0.37
H 0.881 -2.585 -5.388  0.38
H 5.065 0.403 1.707  0.39
H 3.215 -1.465 3.022  0.24

Total charge: -1
Orbital gap, eV: 5.30
Spin multiplicity: 1
DFT total energy, eV: -65854.0508

5.
Here is a structure of composition C20H14Br3MnNO8S from OMol25. Energies are from ωB97M-V/def2-TZVPD.

Each line ends with the Löwdin spin population.
Cartesian coordinates (Å):
Br -3.885 2.452 1.104  0.00
Br 2.147 -6.585 -1.766  0.00
Br -0.819 5.820 4.425  0.00
Mn 0.832 0.840 -0.311  1.04
S -2.834 -1.164 0.383  0.00
O 3.687 -1.299 1.498  0.00
O 0.062 -0.014 -1.889  0.01
O -1.027 1.445 0.276  0.01
O 2.645 0.826 -1.094  0.00
O 1.705 -0.381 1.012  0.00
O -0.855 -0.783 -3.763  0.00
O -1.511 -1.833 0.438  0.00
O 4.757 0.305 -0.574  0.00
N 1.314 2.342 1.005  0.00
C -0.175 -0.922 -2.738  0.00
C 2.964 -0.577 0.826  0.00
C 0.341 3.918 2.580  0.00
C 1.647 4.322 2.938  -0.02
C -3.032 -0.457 -1.253  0.00
C -2.078 3.995 2.661  0.00
C 3.549 0.238 -0.390  0.00
C 0.233 2.905 1.607  0.00
C -2.164 2.987 1.698  -0.01
C 0.360 -3.257 -3.472  0.00
C 2.719 3.735 2.326  0.00
C -1.032 2.376 1.143  0.00
C 0.975 -2.631 -1.240  0.00
C -0.864 4.446 3.103  -0.01
C 0.875 -4.529 -3.276  0.00
C 0.410 -2.300 -2.465  0.00
C 1.438 -4.827 -2.046  0.00
C 1.499 -3.901 -1.023  0.00
C -4.030 -2.503 0.135  0.00
C 2.518 2.745 1.351  -0.03
H -2.990 4.419 3.058  0.00
H -2.843 -1.218 -2.011  0.00
H 0.843 -5.276 -4.059  0.00
H -2.294 0.337 -1.341  0.00
H 0.994 -1.910 -0.435  0.00
H -3.695 -3.108 -0.708  0.00
H -4.038 -3.103 1.043  0.00
H 3.731 4.021 2.580  0.00
H -4.042 -0.052 -1.334  0.00
H 3.354 2.283 0.843  0.00
H 1.945 -4.147 -0.070  0.00
H -0.096 -2.979 -4.413  0.00
H 1.782 5.089 3.688  0.00
H -5.023 -2.089 -0.050  0.00

Total charge: -2
⟨S²⟩: 1.1489
Orbital gap (spin up / spin down), eV: 5.94 / 5.11
Energy relative to the best compared isomer or geometry (same formula, charge and spin), kJ/mol: 15.6
Spin multiplicity: 2
DFT total energy, eV: -291124.3742

6.
Here is an isolated molecule of C20H14BrN5O in a non-equilibrium geometry from OMol25. Energies are from ωB97M-V/def2-TZVPD.

Each line ends with the Mulliken charge.
Cartesian coordinates (Å):
Br -0.065 -3.571 -6.285  -0.20
O 0.653 -2.437 2.686  -0.38
N 0.083 -0.204 -2.127  0.39
N -1.675 -1.829 2.733  -0.70
N -0.329 0.334 -0.943  -0.60
N 1.919 -1.704 2.540  -0.31
N 1.053 1.776 -1.963  -0.59
C -2.518 -0.816 2.562  -0.50
C -2.099 0.493 2.171  -0.70
C 0.193 2.476 0.278  0.66
C -0.355 -2.543 -1.700  -0.17
C -0.365 -1.544 2.534  -0.01
C 0.918 0.728 -2.710  -0.15
C -0.176 -3.176 -4.397  -0.12
C -0.089 -1.511 -2.600  0.57
C 0.002 -1.845 -3.988  -0.57
C 0.675 3.794 0.076  -0.60
C 0.696 4.748 1.109  -0.58
C -0.769 0.753 1.948  0.87
C 0.263 1.513 -0.858  0.01
C 1.627 -0.394 1.941  -0.27
C 0.158 4.391 2.359  -0.72
C 0.118 -0.290 2.125  0.67
C -0.452 -4.230 -3.488  -0.44
C -0.370 3.113 2.530  -0.69
C -0.532 -3.883 -2.112  -0.63
C -0.309 2.123 1.562  0.33
H -0.735 2.912 3.539  0.39
H -0.680 -4.635 -1.359  0.41
H -0.494 -2.300 -0.645  0.43
H 1.877 -0.440 0.867  0.06
H 0.175 -1.159 -4.769  0.46
H -2.806 1.316 2.059  0.47
H 1.135 4.058 -0.854  0.51
H 1.201 5.690 0.883  0.38
H 0.188 5.141 3.166  0.36
H -3.560 -1.001 2.744  0.45
H 1.384 0.621 -3.663  0.46
H 2.181 0.417 2.429  0.34
H -0.526 -5.245 -3.821  0.43
H 2.402 -1.640 3.444  0.29

Total charge: 0
Orbital gap, eV: 8.56
Energy relative to the best compared isomer or geometry (same formula, charge and spin), kJ/mol: 0.0
Spin multiplicity: 1
SMILES string: Brc1cccc(-n2cnc(-c3ccccc3-c3ccnc4c3CNO4)n2)c1
DFT total energy, eV: -100505.7925

7.
Here is an isolated molecule of C20H14Cl2FN3O in a non-equilibrium geometry from OMol25. Energies are from ωB97M-V/def2-TZVPD.

Each line ends with the Mulliken charge.
Cartesian coordinates (Å):
Cl -3.680 -2.895 -4.600  -0.21
Cl 3.466 -6.148 1.725  -0.19
F -1.026 -3.719 1.424  -0.26
O -0.419 1.473 0.444  -0.38
N 0.997 -0.305 -0.426  -0.19
N 1.728 1.846 -0.221  -0.84
N 2.209 -2.626 0.226  -0.40
C 0.969 5.295 0.937  -0.61
C -1.224 6.171 1.916  -1.24
C -2.229 -1.832 -0.956  -0.04
C -0.902 3.759 1.266  -1.25
C -2.605 -2.411 -3.296  0.28
C -0.365 5.087 1.361  0.80
C -1.223 -2.297 -3.497  -0.74
C 2.438 -4.779 1.294  0.24
C 0.747 0.992 -0.103  0.48
C 0.094 -1.395 -0.012  -0.19
C -0.369 -1.990 -2.443  -0.13
C 1.046 -4.827 1.500  -0.47
C -0.848 -1.770 -1.149  -0.02
C 1.186 2.986 0.321  0.79
C 0.269 -3.731 1.140  0.20
C -3.089 -2.170 -2.017  -0.61
C 0.876 -2.639 0.441  0.08
C -0.087 2.752 0.732  0.54
C 1.716 4.287 0.404  -0.69
C 2.983 -3.651 0.681  -0.45
H -1.248 6.040 3.009  0.28
H -0.745 -2.482 -4.458  0.39
H 1.968 -0.530 -0.486  0.37
H -0.720 7.157 1.745  0.33
H -2.597 -1.606 0.025  0.43
H 4.036 -3.605 0.527  0.45
H -2.246 6.186 1.492  0.33
H 0.574 -5.690 1.995  0.44
H -0.494 -1.096 0.852  0.69
H 2.722 4.506 0.091  0.41
H -4.191 -2.262 -1.907  0.34
H 0.733 -1.896 -2.556  0.33
H -1.925 3.553 1.551  0.40
H 1.475 6.257 1.030  0.32

Total charge: 0
Orbital gap, eV: 7.82
Energy relative to the best compared isomer or geometry (same formula, charge and spin), kJ/mol: 3.2
Spin multiplicity: 1
SMILES string: Cc1ccc2nc(N[C@@H](c3ccc(Cl)cc3)c3ncc(Cl)cc3F)oc2c1
DFT total energy, eV: -55247.4290

8.
Here is a structure of composition C20H14Cl2N6O6PtS3 from OMol25. Energies are from ωB97M-V/def2-TZVPD.

Each line ends with the Löwdin spin population.
Cartesian coordinates (Å):
Pt -0.035 0.176 -0.267  1.43
Cl 5.966 2.762 2.306  0.00
Cl 0.808 3.328 3.736  0.00
S -3.219 -1.248 -1.177  0.03
S -0.751 2.094 -2.020  0.07
S -0.749 -1.287 -3.412  0.36
O -4.554 -1.085 -0.701  0.03
O 0.089 -1.344 -2.203  0.21
O -1.497 -2.713 -3.533  0.12
O 0.265 1.749 1.278  0.14
O -0.064 -1.106 -4.675  0.25
O -2.887 -0.520 -2.402  0.11
N -2.061 -0.809 -0.160  0.07
N -0.769 -0.920 1.652  0.10
N 2.097 0.586 -0.303  0.06
N -2.945 -1.854 1.803  0.01
N 1.297 1.654 -3.832  0.02
N -2.786 -7.077 -2.328  -0.03
C -1.978 -1.226 1.134  0.01
C -3.615 -5.223 -1.020  0.33
C 4.809 1.016 -0.002  -0.01
C 4.287 2.409 2.014  0.00
C 1.509 1.931 1.549  0.01
C -3.731 -3.843 -0.809  0.01
C -2.717 -5.732 -2.000  0.03
C 3.914 1.608 0.916  0.00
C 2.535 1.373 0.711  0.01
C -0.587 -1.080 2.954  0.01
C -1.868 -4.881 -2.639  0.23
C 1.972 2.671 2.637  0.00
C -1.772 -3.437 -2.293  0.08
C -1.579 -1.617 3.754  0.01
C 2.947 0.052 -1.151  0.01
C 0.405 1.802 -3.058  0.02
C 4.330 0.257 -1.032  0.00
C 3.333 2.915 2.853  0.00
C -2.732 -2.031 3.103  0.00
C -2.943 -2.954 -1.472  0.23
H 5.873 1.171 0.123  0.00
H 4.999 -0.198 -1.750  0.00
H 0.380 -0.790 3.346  0.00
H -3.531 -2.529 3.645  0.00
H -0.881 -3.308 -1.665  0.03
H -4.490 -3.452 -0.142  0.00
H 1.419 0.948 -4.545  0.00
H -2.060 -7.457 -2.906  0.00
H -1.206 -5.227 -3.424  0.01
H 2.527 -0.556 -1.943  0.00
H -4.271 -5.908 -0.496  0.02
H 3.628 3.523 3.698  0.00
H -3.174 -7.704 -1.647  0.00
H -1.447 -1.733 4.818  0.00

Total charge: 0
⟨S²⟩: 6.0508
Orbital gap (spin up / spin down), eV: 7.33 / 5.07
Energy relative to the best compared isomer or geometry (same formula, charge and spin), kJ/mol: 69.0
Spin multiplicity: 5
DFT total energy, eV: -102985.6192